(1)
The following is a DFT calculation (ωB97M-V with the def2-TZVPD basis set) of an isolated molecule of C17H23NO6.

LUMO = 0.51 eV
frontier orbital gap = 0.3312 Eh
2S+1 = 1
energy above the lowest of the compared OMol25 structures with the same formula, charge and spin = 0.000 eV
SMILES string = COc1cc(OC)cc(C(=O)NCC(=O)OCC(=O)C(C)(C)C)c1
charge = 0
energy = -31777.641 eV

Bonds (Å) are listed after each position.
Positions of all 47 atoms, in Å:
1 C 1.10231 -2.68508 -0.70519  H2 1.089, O3 1.408, H46 1.094, H47 1.095
2 H 1.72957 -3.56613 -0.57789  C1 1.089
3 O 0.58262 -2.77359 -2.01059  C1 1.408, C4 1.361
4 C -0.25416 -1.79027 -2.44112  O3 1.361, C5 1.391, C9 1.392
5 C -0.71002 -1.91198 -3.74921  C4 1.391, C6 1.391, H45 1.077
6 C -1.55349 -0.95465 -4.30350  C5 1.391, C7 1.391, O40 1.359
7 C -1.95391 0.13165 -3.53250  C6 1.391, C8 1.388, H39 1.077
8 C -1.51858 0.23651 -2.21824  C7 1.388, C9 1.390, C11 1.491
9 C -0.66309 -0.70981 -1.66540  C4 1.392, C8 1.390, H10 1.078
10 H -0.29557 -0.58452 -0.65996  C9 1.078
11 C -1.95525 1.42525 -1.43157  C8 1.491, O12 1.215, N13 1.359
12 O -2.12102 2.52553 -1.91981  C11 1.215
13 N -2.20509 1.16610 -0.12084  C11 1.359, H14 1.009, C15 1.442
14 H -1.97858 0.25487 0.24765  N13 1.009
15 C -2.38478 2.22704 0.83877  N13 1.442, C16 1.518, H37 1.096, H38 1.094
16 C -1.21100 2.22722 1.80076  C15 1.518, O17 1.202, O18 1.340
17 O -1.28789 2.17688 2.99948  C16 1.202
18 O -0.05254 2.24278 1.12794  C16 1.340, C19 1.414
19 C 1.09558 1.91207 1.88464  O18 1.414, H20 1.095, C21 1.529, H36 1.091
20 H 1.11728 2.48617 2.81647  C19 1.095
21 C 1.07857 0.41341 2.18668  C19 1.529, O22 1.206, C23 1.518
22 O 0.24792 -0.29147 1.67049  C21 1.206
23 C 2.09424 -0.09935 3.19217  C21 1.518, C24 1.539, C28 1.531, C32 1.529
24 C 1.40997 0.04670 4.56252  C23 1.539, H25 1.087, H26 1.087, H27 1.087
25 H 1.16658 1.08478 4.77402  C24 1.087
26 H 0.48874 -0.52994 4.58892  C24 1.087
27 H 2.07431 -0.32080 5.34097  C24 1.087
28 C 2.37054 -1.57992 2.91499  C23 1.531, H29 1.087, H30 1.087, H31 1.088
29 H 2.97900 -2.00280 3.70977  C28 1.087
30 H 1.43707 -2.13289 2.85673  C28 1.087
31 H 2.89794 -1.69948 1.97121  C28 1.088
32 C 3.40481 0.68777 3.17149  C23 1.529, H33 1.086, H34 1.088, H35 1.088
33 H 3.26136 1.72118 3.47412  C32 1.086
34 H 3.85321 0.67038 2.18063  C32 1.088
35 H 4.10574 0.23000 3.86591  C32 1.088
36 H 1.95710 2.16485 1.26459  C19 1.091
37 H -2.41468 3.16263 0.26963  C15 1.096
38 H -3.31151 2.10363 1.40659  C15 1.094
39 H -2.59636 0.90698 -3.91574  C7 1.077
40 O -1.92524 -1.16863 -5.59319  C6 1.359, C41 1.408
41 C -2.75990 -0.21922 -6.21427  O40 1.408, H42 1.095, H43 1.089, H44 1.094
42 H -3.72763 -0.14352 -5.70857  C41 1.095
43 H -2.91138 -0.58136 -7.22993  C41 1.089
44 H -2.28968 0.76825 -6.24717  C41 1.094
45 H -0.39557 -2.75246 -4.34516  C5 1.077
46 H 0.31105 -2.69038 0.05011  C1 1.094
47 H 1.71141 -1.78436 -0.57739  C1 1.095



(2)
The following is a DFT calculation (ωB97M-V with the def2-TZVPD basis set) of an isolated molecule of C18H23ClN2OS at a distorted geometry.

LUMO = -0.21 eV
frontier orbital gap = 0.2881 Eh
2S+1 = 1
energy above the lowest of the compared OMol25 structures with the same formula, charge and spin = 2.047 eV
SMILES string = CC1(C)C[C@H]2C[C@](C)(CN2C(=S)NC(=O)c2ccccc2Cl)C1
charge = 0
energy = -47423.186 eV

Bonds (Å) are listed after each position.
Positions of all 46 atoms, in Å:
1 O -0.17924 -1.35541 -3.02421  C4 1.251
2 S -0.15180 2.47400 -1.39607  C5 1.655
3 Cl 3.54204 1.04883 -4.12482  C10 1.800
4 C 0.90911 -0.74135 -3.08549  O1 1.251, C11 1.525, N12 1.422
5 C 0.00746 0.82699 -1.42303  S2 1.655, N12 1.415, N13 1.350
6 C 3.82066 -2.78722 -5.55556  C7 1.442, C8 1.419, H24 1.019
7 C 2.62080 -3.43105 -5.08061  C6 1.442, C9 1.404, H25 1.105
8 C 4.07006 -1.43739 -5.19517  C6 1.419, C10 1.387, H26 1.098
9 C 1.71778 -2.70036 -4.29151  C7 1.404, C11 1.411, H27 1.100
10 C 3.15010 -0.66803 -4.49908  Cl3 1.800, C8 1.387, C11 1.449
11 C 1.95714 -1.33661 -4.01991  C4 1.525, C9 1.411, C10 1.449
12 N 1.07289 0.39638 -2.24916  C4 1.422, C5 1.415, H28 0.951
13 N -0.37401 0.14144 -0.32396  C5 1.350, C17 1.484, C21 1.408
14 C 0.89620 1.19873 2.68100  C22 1.580, H29 1.099, H30 1.122, H31 1.072
15 C 1.17846 -0.79313 3.99600  C22 1.635, H32 1.104, H33 1.114, H34 1.108
16 C -3.30625 -0.93458 1.64524  C23 1.547, H35 1.118, H36 1.096, H37 1.075
17 C -1.62191 0.56123 0.36176  N13 1.484, C23 1.524, H38 1.118, H39 1.033
18 C 1.00211 -1.07314 1.39863  C21 1.486, C22 1.578, H40 1.076, H41 1.149
19 C -1.21504 -1.66961 0.68282  C21 1.567, C23 1.459, H42 1.038, H43 1.116
20 C -1.12337 -0.53358 2.82190  C22 1.559, C23 1.602, H44 1.114, H45 1.099
21 C 0.14276 -1.06421 0.18652  N13 1.408, C18 1.486, C19 1.567, H46 1.095
22 C 0.40730 -0.30275 2.64034  C14 1.580, C15 1.635, C18 1.578, C20 1.559
23 C -1.83110 -0.54878 1.38442  C16 1.547, C17 1.524, C19 1.459, C20 1.602
24 H 4.43596 -3.32012 -6.16928  C6 1.019
25 H 2.41746 -4.50996 -5.20913  C7 1.105
26 H 4.87124 -0.84505 -5.65583  C8 1.098
27 H 0.85269 -3.24383 -3.88270  C9 1.100
28 H 1.63356 1.12377 -2.49715  N12 0.951
29 H 1.91925 1.44967 2.36614  C14 1.099
30 H 0.74539 1.64158 3.70085  C14 1.122
31 H 0.39648 1.85913 2.00027  C14 1.072
32 H 0.55981 -0.68187 4.90344  C15 1.104
33 H 1.48157 -1.86506 3.97364  C15 1.114
34 H 2.10960 -0.21729 4.16489  C15 1.108
35 H -3.84519 -0.17910 2.26830  C16 1.118
36 H -3.49443 -1.80295 2.28723  C16 1.096
37 H -3.83439 -1.01062 0.71160  C16 1.075
38 H -1.56205 1.58988 0.79634  C17 1.118
39 H -2.44451 0.56129 -0.26236  C17 1.033
40 H 1.31154 -2.06331 1.68335  C18 1.076
41 H 1.98754 -0.53209 1.16279  C18 1.149
42 H -0.97166 -2.46217 1.30770  C19 1.038
43 H -1.89273 -2.09082 -0.09718  C19 1.116
44 H -1.34266 -1.50000 3.33120  C20 1.114
45 H -1.50568 0.29343 3.43619  C20 1.099
46 H 0.61166 -1.64170 -0.61674  C21 1.095



(3)
The following is a DFT calculation (ωB97M-V with the def2-TZVPD basis set) of an isolated molecule of C3H2O2S2 at a distorted geometry.

LUMO = -1.44 eV
frontier orbital gap = 0.3205 Eh
2S+1 = 1
energy above the lowest of the compared OMol25 structures with the same formula, charge and spin = 4.843 eV
charge = 0
energy = -28903.740 eV

Bonds (Å) are listed after each position.
Positions of all 9 atoms, in Å:
1 C 0.21135 1.22782 0.64378  C2 1.300, S6 1.827, H8 1.073
2 C -0.03374 0.74644 -0.53855  C1 1.300, S7 1.861, H9 1.070
3 C 0.44214 -1.44846 1.35261  S6 1.603, S7 2.079
4 O 0.45074 -1.45782 -1.96359  S7 1.475
5 O -1.46262 -1.45648 -0.41022  S7 1.442
6 S 0.43281 0.01933 1.99611  C1 1.827, C3 1.603
7 S -0.08000 -1.11194 -0.63131  C2 1.861, C3 2.079, O4 1.475, O5 1.442
8 H 0.27224 2.23343 1.01394  C1 1.073
9 H -0.23291 1.24769 -1.46278  C2 1.070



(4)
The following is a DFT calculation (ωB97M-V with the def2-TZVPD basis set) of a cluster of 2 separate species, C3H9O2S in total at a distorted geometry.

LUMO = 3.28 eV
frontier orbital gap = 0.2546 Eh
2S+1 = 1
energy above the lowest of the compared OMol25 structures with the same formula, charge and spin = 1.246 eV
charge = -1
energy = -18186.676 eV

Bonds (Å) are listed after each position.
Positions of all 15 atoms, in Å:
1 C 1.72970 -1.03411 0.07526  O2 1.313, C3 1.599, H6 1.208, H7 1.130
2 O 1.00007 -2.07469 -0.25628  C1 1.313
3 C 0.90222 0.19660 0.67370  C1 1.599, C4 1.491, H8 1.008, H9 1.122
4 C -0.15064 0.80432 -0.18930  C3 1.491, S5 1.953, H10 1.158, H11 1.168
5 S -1.17144 2.05606 0.90795  C4 1.953, H12 1.353
6 H 2.61127 -1.38983 0.82060  C1 1.208
7 H 2.27699 -0.65492 -0.83746  C1 1.130
8 H 1.47706 0.93535 1.04669  C3 1.008
9 H 0.21243 -0.17042 1.47917  C3 1.122
10 H 0.34816 1.57429 -0.89518  C4 1.158
11 H -0.84580 0.08484 -0.79215  C4 1.168
12 H -1.94585 1.08250 1.44029  S5 1.353
13 H -1.50163 -2.26672 -1.52890  O15 0.971
14 H -0.05034 -1.86520 -1.13182  O15 1.138
15 O -0.84093 -1.67878 -1.92952  H13 0.971, H14 1.138



(5)
The following is a DFT calculation (ωB97M-V with the def2-TZVPD basis set) of an isolated molecule of C6H4O.

LUMO = -0.93 eV
frontier orbital gap = 0.3593 Eh
2S+1 = 1
energy above the lowest of the compared OMol25 structures with the same formula, charge and spin = 4.209 eV
charge = 0
energy = -8328.231 eV

Bonds (Å) are listed after each position.
Positions of all 11 atoms, in Å:
1 C -1.71795 0.54211 -0.65669  C2 1.511, H8 1.093, H9 1.093, H10 1.093
2 C -0.22949 0.41150 -0.42897  C1 1.511, C3 1.311, C4 1.491
3 C 0.62596 1.03151 -1.20562  C2 1.311
4 C 0.23224 -0.43017 0.71208  C2 1.491, O5 1.212, C6 1.456
5 O -0.56162 -0.95159 1.46531  C4 1.212
6 C 1.67178 -0.58740 0.85975  C4 1.456, C7 1.204
7 C 2.86629 -0.70718 0.95430  C6 1.204, H11 1.068
8 H -1.94213 1.24717 -1.46062  C1 1.093
9 H -2.18926 0.88661 0.26721  C1 1.093
10 H -2.13059 -0.43778 -0.91190  C1 1.093
11 H 3.92603 -0.81527 1.03770  C7 1.068



(6)
The following is a DFT calculation (ωB97M-V with the def2-TZVPD basis set) of an isolated molecule of C17H27N3O4S at a distorted geometry.

LUMO = 0.54 eV
frontier orbital gap = 0.3460 Eh
2S+1 = 1
energy above the lowest of the compared OMol25 structures with the same formula, charge and spin = 0.961 eV
SMILES string = CCCN(CCC)CCCNS(=O)(=O)c1ccc2c(c1)oc(=O)n2C
charge = 0
energy = -41563.208 eV

Bonds (Å) are listed after each position.
Positions of all 52 atoms, in Å:
1 C 2.25746 1.95049 -1.46107  H2 1.087, C3 1.524, H51 1.088, H52 1.088
2 H 3.06437 1.75510 -0.75877  C1 1.087
3 C 0.96389 1.30535 -0.97852  C1 1.524, C4 1.530, H49 1.092, H50 1.091
4 C -0.19015 1.58231 -1.94432  C3 1.530, N5 1.459, H47 1.103, H48 1.092
5 N -1.43620 0.96298 -1.50510  C4 1.459, C6 1.458, C16 1.461
6 C -2.12797 1.78112 -0.51587  N5 1.458, H7 1.092, C8 1.531, H15 1.104
7 H -1.37161 2.13823 0.18672  C6 1.092
8 C -3.18905 1.01388 0.27654  C6 1.531, C9 1.525, H13 1.091, H14 1.092
9 C -3.54698 1.75412 1.56072  C8 1.525, H10 1.087, H11 1.088, H12 1.089
10 H -4.30878 1.20620 2.10869  C9 1.087
11 H -2.67489 1.86029 2.20259  C9 1.088
12 H -3.92967 2.74867 1.33781  C9 1.089
13 H -2.82186 0.01536 0.51972  C8 1.091
14 H -4.09674 0.89465 -0.31817  C8 1.092
15 H -2.58574 2.66906 -0.98664  C6 1.104
16 C -2.28996 0.56194 -2.62088  N5 1.461, H17 1.103, C18 1.534, H46 1.090
17 H -2.30587 1.33557 -3.40665  C16 1.103
18 C -1.86614 -0.77793 -3.23498  C16 1.534, C19 1.527, H44 1.091, H45 1.090
19 C -1.95228 -1.92320 -2.22845  C18 1.527, N20 1.455, H42 1.099, H43 1.093
20 N -0.94203 -1.72912 -1.19947  C19 1.455, S21 1.664, H41 1.029
21 S -1.15458 -2.61390 0.19318  N20 1.664, O22 1.440, O23 1.432, C24 1.790
22 O -2.32325 -2.17853 0.91279  S21 1.440
23 O -1.04438 -4.00648 -0.12004  S21 1.432
24 C 0.31360 -2.04719 1.04590  S21 1.790, C25 1.383, C29 1.387
25 C 1.49012 -2.75988 0.90134  C24 1.383, C26 1.387, H40 1.078
26 C 2.67942 -2.28856 1.43824  C25 1.387, C27 1.384, H39 1.078
27 C 2.62929 -1.07615 2.10394  C26 1.384, C28 1.405, N34 1.375
28 C 1.42497 -0.36635 2.24351  C27 1.405, C29 1.376, O31 1.364
29 C 0.24268 -0.83743 1.71986  C24 1.387, C28 1.376, H30 1.076
30 H -0.69454 -0.31858 1.82251  C29 1.076
31 O 1.66671 0.79054 2.92456  C28 1.364, C32 1.364
32 C 2.99681 0.83245 3.22239  O31 1.364, O33 1.196, N34 1.381
33 O 3.54167 1.72033 3.81062  C32 1.196
34 N 3.58859 -0.31104 2.72397  C27 1.375, C32 1.381, C35 1.437
35 C 4.98772 -0.60654 2.86191  N34 1.437, H36 1.091, H37 1.089, H38 1.091
36 H 5.45516 -0.70131 1.88047  C35 1.091
37 H 5.44303 0.22001 3.40569  C35 1.089
38 H 5.12766 -1.53329 3.42055  C35 1.091
39 H 3.60160 -2.83649 1.33558  C26 1.078
40 H 1.44927 -3.69207 0.36202  C25 1.078
41 H -0.95020 -0.72596 -0.97114  N20 1.029
42 H -2.95553 -1.95728 -1.78189  C19 1.099
43 H -1.75798 -2.88582 -2.70844  C19 1.093
44 H -2.52322 -0.99298 -4.07886  C18 1.091
45 H -0.84193 -0.72055 -3.60473  C18 1.090
46 H -3.30723 0.45164 -2.24491  C16 1.090
47 H -0.31476 2.67056 -2.06973  C4 1.103
48 H 0.07603 1.16789 -2.91845  C4 1.092
49 H 1.09869 0.22493 -0.89420  C3 1.092
50 H 0.72237 1.68983 0.01369  C3 1.091
51 H 2.13811 3.02801 -1.55130  C1 1.088
52 H 2.54433 1.55513 -2.43295  C1 1.088



Look up the charge of the fourth one. -1



Which value of energy does entry 1 give? -31777.641 eV



Look up the energy of the second one. -47423.186 eV



Among the records above, which one has the lowest energy above the lowest of the compared OMol25 structures with the same formula, charge and spin? C17H23NO6